C46H122N10O13 | wB97M-V/def2-TZVPD

```
! wB97M-V def2-TZVPD RIJCOSX def2/J DEFGRID3
* xyz 0 1
C 7.16150 5.45614 -13.55173
H 13.58821 3.19861 -12.98176
H 17.30273 8.20542 -6.35458
H 8.59740 12.14897 -9.25570
C 10.78809 -0.26519 -14.03922
O 13.65184 -0.26905 -8.29372
H 12.65740 2.50464 -5.74298
O 14.67334 3.84336 -10.41793
H 16.39353 -3.32891 -10.60053
H 14.36633 3.62755 -15.59281
C 8.16606 10.19496 -12.09043
H 8.55868 0.46237 -10.16393
H 5.85049 3.34595 -0.27238
C 10.43273 5.78720 -10.88624
H 15.61579 -0.86552 -8.15222
H 5.16634 4.63049 -2.83545
H 15.41836 0.37437 -9.35583
O 9.66341 5.71645 -6.10342
H 10.52167 9.86144 -13.27347
N 7.21267 12.57998 -4.81538
H 13.58819 -1.71007 -13.38763
H 14.90389 -1.28522 -9.65935
H 8.50903 10.20520 -11.05584
C 8.52167 0.71341 -11.22398
H 8.41286 9.24249 -12.55944
O 7.14425 4.12761 -13.08657
H 19.39947 8.92622 -9.05044
H 7.08600 10.12044 -11.96384
O 15.68977 7.97696 -9.32128
H 16.85871 6.31696 -9.49265
H 9.49197 5.74736 -10.33715
H 7.65380 10.91738 -2.87535
H 10.39680 3.73952 -11.17629
H 18.06393 -3.07236 -11.24810
C 10.74284 8.03712 -10.37663
H 10.00647 4.28480 -14.33069
H 16.92210 -3.22645 -13.63122
H 17.99511 2.29462 -15.26005
O 6.88658 4.13689 -1.83003
C 7.61737 10.40034 -3.83423
H 11.48594 7.69376 -15.32067
H 11.96547 2.86034 -7.83072
H 14.20156 1.87102 -15.29747
H 7.37372 6.70998 -2.43409
H 7.69909 0.15490 -11.67067
H 10.12941 -0.74693 -11.47428
C 15.65231 3.39874 -9.51649
N 7.19454 5.84066 -4.29486
H 11.37662 8.80245 -9.92863
C 10.31159 5.30324 -7.33144
H 8.72917 7.27575 -6.98759
H 17.97467 9.16296 -9.79377
H 6.82280 10.42249 -6.46556
H 16.99145 9.47627 -7.47248
H 16.45161 3.54522 -16.55538
H 16.27156 6.51761 -7.89673
H 7.95454 8.37100 -16.21519
H 14.19323 1.40817 -7.14201
H 5.47928 2.56875 -1.81360
H 6.98385 2.23714 -0.98422
H 17.40838 2.23633 -12.57016
C 8.90933 11.32411 -12.88195
C 7.04330 2.64681 -11.14168
H 13.03116 5.12811 -11.54619
H 16.66008 1.31402 -14.62369
C 17.10528 -2.61178 -11.00947
H 14.94288 -3.63988 -15.14046
C 12.17207 0.92045 -6.82507
C 6.90572 4.10471 -11.67957
H 14.51268 1.89175 -11.17826
C 10.40251 10.93374 -13.11832
H 7.54200 10.78643 -8.89458
C 13.61001 0.48775 -7.11436
H 8.21637 12.59052 -14.34586
H 6.82899 2.55938 -10.07653
H 18.63555 9.17885 -6.79076
H 7.54774 13.19036 -5.54701
H 15.58682 1.76243 -17.96232
H 15.68081 2.63840 -12.75878
H 10.77724 3.52067 -15.83687
C 16.93075 2.29061 -15.02507
C 10.38472 4.41076 -15.34516
H 11.46354 0.09916 -6.71750
H 8.45729 9.85411 -6.40863
C 14.92881 -0.49238 -8.91177
H 7.12830 11.67155 -13.76078
C 8.44672 6.46879 -6.31147
H 10.49066 6.84198 -14.13611
H 12.59011 11.12972 -10.75229
C 16.69712 3.03051 -12.79708
H 15.20688 2.83425 -8.69732
N 16.36116 1.62836 -17.32787
H 16.32559 4.15759 -9.11782
H 9.53011 9.10197 -16.03292
C 16.08479 -2.68665 -13.18892
C 7.99163 11.42424 -4.92237
H 8.72630 8.38430 -14.63738
H 14.00817 8.03096 -10.42837
N 15.03478 -2.66393 -15.38375
C 6.27362 3.02809 -1.22527
H 9.45664 4.59000 -15.88795
O 8.31619 11.70128 -7.26051
O 11.35062 6.74790 -10.35710
C 17.95956 7.74689 -8.39227
H 7.50134 13.04854 -3.96849
N 8.09648 11.63357 -14.04592
H 13.96480 -0.40961 -14.70411
H 16.26642 2.66328 -10.03619
H 16.29126 0.69454 -16.94946
C 11.56610 1.84835 -7.89770
H 13.10672 6.17542 -14.88418
H 7.11728 7.75148 -5.18964
H 16.73738 3.86638 -12.09864
H 11.74037 5.44409 -16.52481
H 11.12472 4.62576 -7.07081
C 11.18142 4.45500 -10.93021
C 13.88816 2.74188 -10.90376
H 10.93697 -1.34221 -13.96194
O 9.68346 0.19845 -13.31208
N 12.34352 4.46130 -11.86657
N 12.54710 5.35119 -14.71809
C 16.62080 7.08658 -8.75836
H 8.95247 12.20362 -12.23953
N 12.16707 1.63431 -5.59395
O 16.46766 -1.86371 -12.09660
H 9.03164 11.73991 -4.83969
H 11.56786 1.44071 -8.90860
H 7.70004 5.89238 -6.85765
H 18.70593 6.99908 -8.12432
H 8.61945 7.39463 -4.34947
H 16.21236 -1.06201 -14.57592
H 11.25481 2.03492 -5.42848
H 14.56005 -0.26532 -13.09864
H 15.66045 -2.60163 -16.17416
O 9.58002 7.01770 -15.96889
C 5.94117 5.11033 -2.23756
C 12.98993 3.16819 -12.07112
N 18.60678 8.45066 -9.45738
H 9.79662 8.13384 -9.84427
H 13.93057 -0.13629 -6.28014
C 16.09614 2.54642 -16.30215
C 7.85188 10.75759 -6.33588
C 15.49455 -1.83401 -14.29870
H 5.92709 4.45390 -11.35025
H 9.23429 10.53615 -8.77298
C 10.73527 6.91335 -15.19590
N 8.44842 2.17992 -11.38028
C 8.91202 8.26622 -15.70494
C 9.77666 0.20595 -11.86887
C 11.35856 5.51282 -15.50618
H 6.37837 6.02776 -13.05368
O 16.83672 3.35492 -14.12261
H 11.69718 0.23883 -13.71117
H 11.56226 4.14324 -9.95766
O 11.12843 11.43292 -11.98707
H 12.43430 9.78603 -12.02077
H 10.65118 6.09004 -8.00503
C 14.28106 -1.00586 -13.84821
H 8.34780 9.59129 -3.82990
H 12.22668 2.41190 -12.25431
H 15.28160 -3.35792 -12.88497
H 13.14141 11.33184 -12.39269
H 10.23467 6.16711 -11.88851
H 17.32452 -1.91637 -10.19926
C 14.61751 7.29720 -9.90074
H 13.92080 6.96663 -9.13039
H 7.06888 5.46244 -14.63777
H 8.12294 5.92806 -13.34919
H 10.51965 -0.09775 -15.08230
H 10.77376 11.45163 -14.00266
H 7.88887 5.18649 -3.96309
H 12.36763 5.18170 -13.73873
C 8.46408 11.28795 -8.60075
C 14.59592 2.63154 -15.97142
C 6.59816 6.27014 -3.06109
C 12.37753 10.84842 -11.78369
H 13.98659 2.67747 -16.87403
H 5.47213 5.48582 -1.32811
H 7.70215 4.70795 -11.24378
H 6.59087 10.05677 -3.96212
H 13.24687 2.31332 -10.13358
H 10.50416 2.02138 -7.72322
C 17.73651 8.72573 -7.20851
H 8.66805 2.49222 -12.31534
H 10.51490 8.37171 -11.38865
H 10.61850 0.86267 -11.64950
C 7.84683 6.96701 -4.98845
H 14.86899 6.52280 -10.62541
H 6.29119 1.99933 -11.59244
H 9.62713 4.64578 -7.86751
H 5.76037 6.89903 -3.36226
*
```

Results
Max |F| (eV Å⁻¹): 3.1
Energy (eV): -91188.688
Kohn-Sham gap (eV): 8.9
Energy above the lowest of the compared OMol25 structures with the same formula, charge and spin (kJ/mol): 336.91
E_HOMO (hartree): -0.3075
SMILES: COC[C@H](C)N.COC[C@H](C)N.COC[C@H](C)N.COC[C@H](C)N.COC[C@H](C)N.COC[C@H](C)N.COC[C@H](C)N.COCCNCCOC.COCCNCCOC.COCCNCCOC

Löwdin atomic charge list, values in e, 5 entries:
1 C -0.1090
2 H 0.0949
3 H 0.0667
4 H 0.0936
5 C -0.1161